Molecular formula: C3H2Cl2
Method: DFT, ωB97M-V with the def2-TZVPD basis set

Results
HOMO-LUMO gap (alpha / beta)   0.2814 / 0.2829 Ha
Highest occupied orbital energy (alpha / beta)   -8.739 / -8.813 eV

Last column: Mulliken charge in e.
Cartesian coordinates (Å):
1 C -1.76 -0.65 0.85  -0.2340
2 C 0.80 -0.66 -0.14  -0.1126
3 C -0.23 -0.58 0.94  -0.2064
4 Cl -2.54 -1.55 -0.32  -0.0233
5 Cl 2.02 -1.90 -0.19  -0.0570
6 H 0.03 0.35 1.60  0.3278
7 H -0.08 -1.33 1.80  0.3055

Molecular formula: C18H15ClF3N4O7ReSe
Method: DFT, ωB97M-V with the def2-TZVPD basis set

Results
Multiplicity   2
⟨S²⟩   0.757
Total charge   +1
HOMO-LUMO gap (alpha / beta)   0.2692 / 0.2607 Ha
Highest occupied orbital energy (alpha / beta)   -11.978 / -12.106 eV

Last column: Mulliken charge in e.
Cartesian coordinates (Å):
1 Re -0.36 0.62 0.51  1.2746
2 Se -0.88 -1.80 -6.69  0.3364
3 N -1.66 -2.31 -5.19  -0.8181
4 C -1.14 -1.58 -4.24  0.8422
5 C -1.53 -1.70 -2.83  0.0316
6 C -2.50 -2.59 -2.37  -0.5375
7 C -2.80 -2.62 -1.03  -0.9912
8 C -2.13 -1.79 -0.16  0.1487
9 N -1.19 -0.93 -0.59  -0.2443
10 C -0.91 -0.87 -1.92  0.1155
11 C 0.05 0.15 -2.34  0.5650
12 N 0.50 0.98 -1.37  0.1557
13 C 1.38 1.93 -1.68  -0.0157
14 C 1.86 2.09 -2.97  -1.0097
15 C 1.40 1.26 -3.97  -0.5459
16 C 0.46 0.28 -3.66  0.0057
17 C -0.15 -0.62 -4.64  0.9134
18 N 0.14 -0.58 -5.92  -0.8255
19 H -3.01 -3.23 -3.08  0.5760
20 H -3.56 -3.29 -0.63  0.5030
21 H -2.32 -1.81 0.90  0.3304
22 H 1.70 2.58 -0.87  0.5911
23 H 2.58 2.87 -3.18  0.4481
24 H 1.74 1.36 -4.99  0.5831
25 O -0.13 2.69 1.20  -0.6724
26 Cl -1.58 3.06 0.97  1.8151
27 O -2.32 2.97 2.16  -0.4929
28 O -1.68 4.28 0.29  -0.5646
29 O -1.95 1.90 0.02  -0.6745
30 F -2.20 -1.33 5.12  -0.2463
31 C -2.57 -0.83 3.96  0.8431
32 F -3.20 0.32 4.15  -0.2262
33 F -3.44 -1.69 3.38  -0.2811
34 C -1.37 -0.71 3.00  0.1456
35 O -0.48 -1.52 3.05  -0.5106
36 O -1.51 0.27 2.15  -0.7419
37 C 3.26 1.05 1.56  -1.5728
38 C 2.21 0.12 2.14  1.5354
39 C 2.78 -1.26 2.42  -1.6519
40 C 1.59 0.71 3.40  -1.4252
41 O 1.21 -0.07 1.09  -0.0282
42 H 4.10 1.12 2.24  0.4840
43 H 2.85 2.06 1.42  0.2605
44 H 3.62 0.68 0.60  0.3560
45 H 3.52 -1.18 3.22  0.4260
46 H 3.27 -1.66 1.53  0.3817
47 H 1.99 -1.94 2.73  0.3367
48 H 2.39 1.02 4.07  0.5500
49 H 0.98 -0.04 3.90  0.2685
50 H 0.99 1.58 3.16  0.2537

Molecular formula: C23H68O11
Method: DFT, ωB97M-V with the def2-TZVPD basis set

Results
HOMO-LUMO gap   0.3024 Ha
Highest occupied orbital energy   -8.384 eV

Last column: Mulliken charge in e.
Cartesian coordinates (Å):
1 C -3.65 31.96 -7.26  -0.2587
2 C -3.59 30.89 -6.26  -0.8522
3 C -5.04 30.48 -5.91  0.3777
4 O -2.93 29.86 -6.50  -0.5188
5 H -4.25 31.74 -8.17  -0.6096
6 H -2.69 32.53 -7.50  0.3043
7 H -4.34 32.70 -6.89  0.2813
8 H -3.32 31.44 -5.40  0.8849
9 H -5.20 30.02 -4.92  0.2316
10 H -5.41 29.78 -6.59  -0.1556
11 H -5.76 31.35 -5.83  -0.1072
12 H -2.74 29.54 -5.59  0.3955
13 C -7.67 32.85 -11.24  -0.5027
14 C -6.80 31.82 -11.92  0.4778
15 C -5.36 31.76 -11.38  -0.2238
16 O -7.26 30.69 -11.98  -0.4451
17 H -8.77 32.73 -11.34  -0.0910
18 H -7.37 33.78 -11.66  0.6184
19 H -7.52 32.87 -10.14  -0.3600
20 H -6.64 32.18 -13.02  0.4063
21 H -4.67 31.48 -12.22  0.3367
22 H -5.28 31.11 -10.47  -0.3617
23 H -4.94 32.68 -11.04  -0.0696
24 H -6.70 30.14 -11.42  0.1369
25 C -12.07 32.44 -11.71  -1.4219
26 C -12.12 31.16 -10.99  0.2358
27 C -10.81 30.38 -10.98  -0.7299
28 O -12.30 31.29 -9.74  -0.6122
29 H -11.32 33.14 -11.33  0.1356
30 H -13.00 32.93 -11.60  0.4291
31 H -11.99 32.27 -12.80  0.3862
32 H -12.84 30.43 -11.31  0.4700
33 H -10.59 30.08 -11.94  0.6786
34 H -10.66 29.55 -10.27  0.2309
35 H -10.03 31.11 -10.88  -0.2969
36 H -11.64 31.87 -9.27  0.3709
37 C -7.83 27.45 -2.93  -1.6777
38 C -7.29 28.70 -3.54  0.9422
39 C -7.99 28.96 -4.78  -0.5217
40 O -7.46 29.69 -2.70  -0.5590
41 H -7.43 27.22 -1.98  0.4349
42 H -7.71 26.62 -3.62  0.3319
43 H -8.98 27.50 -2.88  0.3481
44 H -6.20 28.71 -3.76  0.0778
45 H -8.96 28.61 -4.83  0.5685
46 H -7.50 28.37 -5.59  0.1305
47 H -7.80 29.96 -5.16  -0.2733
48 H -7.05 30.47 -2.92  0.3306
49 C -7.43 27.41 -8.45  -1.5472
50 C -6.99 27.71 -9.85  0.8982
51 C -8.02 27.59 -10.90  -1.9267
52 O -6.48 28.78 -10.15  -0.7875
53 H -7.26 28.22 -7.72  -0.1752
54 H -6.87 26.56 -8.21  0.5149
55 H -8.48 27.22 -8.48  0.5035
56 H -6.35 26.86 -10.03  0.5761
57 H -8.35 26.58 -10.96  0.6145
58 H -7.59 27.78 -11.89  0.3252
59 H -8.86 28.19 -10.70  0.2882
60 H -5.61 28.89 -9.70  0.1188
61 C -9.16 34.74 -8.53  -0.4585
62 C -10.04 33.73 -7.80  1.0526
63 C -11.30 34.38 -7.28  -1.8131
64 O -10.29 32.66 -8.46  0.8281
65 H -9.01 35.69 -8.12  0.5748
66 H -9.28 34.91 -9.62  0.2621
67 H -8.15 34.33 -8.68  -0.4294
68 H -9.47 33.41 -7.01  0.1125
69 H -10.95 35.18 -6.60  0.4220
70 H -11.98 33.70 -6.69  0.3423
71 H -11.92 34.82 -8.17  0.2798
72 H -9.44 32.29 -8.63  -0.7721
73 C -6.77 34.37 -5.59  0.4096
74 O -6.01 35.56 -5.63  -0.5714
75 H -6.37 33.61 -6.14  -0.6526
76 H -7.78 34.51 -6.07  -0.0765
77 H -6.84 34.23 -4.51  0.5665
78 H -5.85 35.96 -4.74  0.3308
79 C -10.35 29.93 -6.86  -0.2690
80 O -10.02 28.79 -7.59  -0.6598
81 H -10.95 30.64 -7.37  0.0890
82 H -9.45 30.48 -6.59  -0.2543
83 H -10.95 29.58 -6.04  0.4773
84 H -9.35 29.04 -8.25  -0.1267
85 C -7.41 31.34 -8.13  2.7660
86 O -8.37 30.70 -8.86  3.5165
87 H -7.65 32.35 -7.82  -0.4541
88 H -6.41 31.46 -8.57  -1.0248
89 H -7.18 30.79 -7.24  -2.2536
90 H -7.97 30.44 -9.71  -1.3509
91 C -5.59 34.92 -8.77  -0.6864
92 O -5.47 35.02 -10.14  -0.4836
93 H -4.62 35.11 -8.21  0.5241
94 H -5.66 33.91 -8.35  0.0111
95 H -6.38 35.54 -8.31  0.2905
96 H -4.61 34.79 -10.36  0.3048
97 C -3.30 29.17 -9.41  -0.9391
98 O -4.50 29.23 -8.64  -0.7141
99 H -2.84 30.10 -9.48  0.2480
100 H -3.58 28.89 -10.40  0.4252
101 H -2.71 28.49 -8.79  0.3450
102 H -4.19 29.36 -7.66  0.5041

Energy above the lowest of the compared OMol25 structures with the same formula, charge and spin: 114.21 2.11 215.25 (kcal per mole)
Molar mass: 109.0 757.0 520.8 (Da)